DFT (ωB97M-V/def2-TZVPD) results for C43H43AsBrIrN3OSSe2 as an isolated structure at a distorted geometry.

```
96
Properties=species:S:1:pos:R:3:forces:R:3:lowdin_charge:R:1
Ir -1.4076 -0.8565 0.6802 -1.757 -0.141 0.231 0.7098
C 6.6001 0.2913 1.0080 0.003 -0.003 0.003 -0.0406
C 5.8472 -0.9071 1.6033 -0.004 0.009 -0.012 -0.5579
C 6.4671 -2.2086 1.0774 0.011 -0.007 0.006 -0.0412
C 6.0076 -0.8737 3.1226 0.008 -0.002 0.008 -0.0654
C 4.3816 -0.8344 1.1843 0.024 -0.011 0.028 -0.1678
C 3.3434 -0.7207 2.0814 -0.005 -0.033 -0.061 -0.0863
C 2.0382 -0.6344 1.6119 -0.072 -0.057 -0.071 -0.5504
Br 0.7191 -0.3698 2.9494 0.348 0.118 0.450 0.9172
C 1.6712 -0.6799 0.2664 -0.099 0.123 -0.086 -0.3491
O 0.4085 -0.5132 -0.1913 0.489 -0.012 0.203 -0.4286
C 2.7470 -0.7915 -0.6690 0.065 -0.019 0.034 -0.0643
C 4.0383 -0.8561 -0.1682 0.006 -0.056 -0.016 0.0225
C 2.5506 -0.8114 -2.1951 -0.029 0.023 0.033 -0.5164
C 3.8824 -0.8206 -2.9518 0.021 0.044 -0.015 -0.0649
C 1.7809 0.4359 -2.6433 0.044 -0.210 -0.164 -0.0422
C 1.7924 -2.0716 -2.6177 0.039 -0.013 -0.011 -0.0371
H 7.6497 0.2614 1.3064 0.001 -0.004 -0.004 0.0882
H 6.1717 1.2321 1.3590 -0.001 -0.001 0.002 0.0915
H 6.5629 0.2879 -0.0822 0.000 0.006 0.001 0.0789
H 7.5175 -2.2682 1.3688 0.000 0.002 0.001 0.0884
H 6.4211 -2.2680 -0.0107 -0.008 -0.002 -0.002 0.0787
H 5.9504 -3.0788 1.4866 -0.005 0.001 -0.002 0.0909
H 7.0671 -0.9218 3.3770 -0.001 -0.003 0.000 0.0887
H 5.5146 -1.7232 3.6000 -0.007 0.002 -0.003 0.0881
H 5.6072 0.0467 3.5521 0.002 0.003 -0.002 0.0873
H 3.5130 -0.6786 3.1470 -0.007 0.003 0.003 0.0907
H 4.8475 -0.9311 -0.8779 -0.004 0.006 0.033 0.0896
H 4.4819 0.0690 -2.7483 0.003 -0.001 0.015 0.0925
H 3.6702 -0.8355 -4.0215 -0.003 -0.004 -0.004 0.0898
H 4.4798 -1.7051 -2.7241 -0.010 0.000 -0.037 0.0889
H 2.2816 1.3466 -2.3061 0.034 -0.080 -0.064 0.0882
H 0.7701 0.4275 -2.2456 0.112 -0.122 -0.186 0.0405
H 1.7214 0.4665 -3.7341 0.018 -0.015 -0.014 0.0983
H 2.3304 -2.9708 -2.3100 0.000 0.010 -0.004 0.0975
H 1.6836 -2.0948 -3.7045 -0.001 -0.003 0.004 0.0931
H 0.8025 -2.0942 -2.1838 -0.132 -0.033 0.052 -0.0026
Se -3.6443 -1.6834 1.7255 0.363 0.196 -0.185 0.7516
Se -3.8793 -0.5133 3.7309 -0.037 0.044 -0.072 0.7927
C -2.7091 0.9621 3.3913 -0.122 -0.083 -0.122 -0.6582
C -2.7647 1.9814 4.3369 -0.019 0.010 -0.033 -0.0987
C -1.9740 3.0966 4.1525 0.010 -0.003 -0.014 -0.0299
C -1.1567 3.1512 3.0318 -0.038 0.017 0.007 -0.0309
C -1.1632 2.0830 2.1638 -0.012 0.045 -0.022 -0.2067
N -1.9324 0.9915 2.3182 0.522 -0.092 -0.023 -0.1082
C -2.3665 -2.9750 2.3677 -0.041 -0.163 -0.031 -0.6109
C -2.6032 -4.0971 3.1326 -0.008 0.044 -0.047 -0.0441
C -1.5132 -4.9122 3.3999 0.074 -0.015 -0.019 -0.0166
C -0.2644 -4.5840 2.8858 -0.060 -0.052 0.017 -0.0075
C -0.1227 -3.4348 2.1315 -0.081 0.009 -0.017 -0.1246
N -1.1726 -2.6443 1.8952 0.485 0.293 0.177 -0.1983
H -3.4260 1.8958 5.1890 0.003 0.000 0.004 0.1083
H -1.9939 3.9065 4.8694 -0.004 0.001 0.000 0.1222
H -0.5132 3.9968 2.8357 0.000 -0.006 0.003 0.1204
H -0.5091 2.0817 1.3099 0.109 -0.023 -0.170 0.0811
H -3.5959 -4.3271 3.4917 -0.005 -0.009 -0.014 0.1243
H -1.6401 -5.8086 3.9917 0.000 0.000 0.001 0.1236
H 0.5940 -5.2159 3.0620 0.001 0.003 0.011 0.1218
H 0.8219 -3.1282 1.7012 0.002 0.004 0.021 0.1164
C 0.1673 4.6735 -2.0843 0.057 -0.007 0.005 -0.0600
C 0.8494 3.6120 -1.5093 -0.078 0.073 -0.028 -0.0604
C 0.1641 2.4623 -1.1397 -0.088 0.077 0.304 -0.1389
C -1.2097 2.3797 -1.3371 0.014 0.008 0.110 -0.3726
C -1.8882 3.4365 -1.9424 -0.011 0.058 -0.027 -0.1130
C -1.2008 4.5834 -2.3070 -0.046 -0.034 -0.013 -0.0597
As -2.2172 0.7792 -0.9257 -0.188 0.308 -0.006 1.2762
C -2.6172 0.1663 -2.7238 0.008 -0.136 0.038 -0.3532
C -1.8149 0.6037 -3.7714 -0.008 0.031 -0.017 -0.0943
C -2.0450 0.1490 -5.0638 0.016 0.012 0.025 -0.0606
C -3.0757 -0.7401 -5.3163 -0.019 -0.015 0.004 -0.0645
C -3.8779 -1.1810 -4.2719 0.005 -0.005 -0.021 -0.0598
C -3.6449 -0.7392 -2.9808 0.012 0.027 0.030 -0.1254
C -3.8884 1.4551 -0.1943 0.029 0.027 0.000 -0.3550
C -5.0020 0.6197 -0.1142 0.009 0.016 0.001 -0.1612
C -6.1624 1.0509 0.5131 -0.006 0.003 0.005 -0.0689
C -6.2189 2.3170 1.0775 -0.012 -0.019 0.006 -0.0654
C -5.1117 3.1491 1.0112 0.024 -0.010 -0.004 -0.0609
C -3.9511 2.7214 0.3801 -0.003 0.002 0.062 -0.1163
H 0.7026 5.5687 -2.3721 0.000 0.002 -0.001 0.1109
H 1.9199 3.6683 -1.3600 0.003 0.011 0.014 0.1133
H 0.7056 1.6184 -0.7311 -0.180 0.249 0.202 0.0739
H -2.9521 3.3651 -2.1363 0.014 0.008 -0.011 0.1143
H -1.7321 5.4024 -2.7733 0.000 0.001 -0.002 0.1116
H -1.0104 1.3044 -3.5974 0.027 -0.002 0.011 0.0936
H -1.4131 0.4962 -5.8707 -0.002 0.001 0.001 0.1109
H -3.2540 -1.0939 -6.3230 -0.005 0.005 -0.001 0.1106
H -4.6821 -1.8802 -4.4588 0.004 -0.005 0.003 0.1138
H -4.2668 -1.1269 -2.1877 0.019 -0.027 0.002 0.0718
H -4.9834 -0.3774 -0.5338 -0.012 0.022 -0.027 0.0659
H -7.0215 0.3942 0.5573 -0.001 0.001 0.002 0.1158
H -7.1237 2.6536 1.5659 -0.002 0.000 -0.001 0.1114
H -5.1476 4.1381 1.4493 0.000 0.004 0.000 0.1117
H -3.0951 3.3831 0.3464 -0.015 -0.010 -0.004 0.0951
S -1.4068 -2.4117 -0.9799 0.106 -0.480 -0.506 0.6811
C -2.9185 -3.1452 -0.7865 0.118 0.064 0.026 -0.7888
N -3.9597 -3.6231 -0.6190 -0.011 0.002 -0.004 0.0847
```
Positions in Å, forces in eV/Å.

Summary:
- Net charge: +1
- HOMO-LUMO gap: 6.86 eV
- Strongest force on any atom: 1.78 eV Å⁻¹
- Energy relative to the best compared isomer or geometry (same formula, charge and spin): 101.39 kJ/mol